68
Properties=species:S:1:pos:R:3:forces:R:3:mulliken_charge:R:1 method="wB97M-V/def2-TZVPD" charge=+3 multiplicity=5 e_lumo_ev="-7.935 / -11.162" s2=6.05 orbital_gap_ev="8.2 / 5.0" energy_ev=-188424.0306
Pd 0.1988 0.0148 -0.5700 0.073 0.753 0.347 0.31
S 6.0212 0.2680 4.2402 0.182 0.009 0.154 0.25
N 6.0054 0.2048 2.6359 0.011 -0.004 0.013 -0.62
C 4.7344 0.1627 2.2733 -0.185 -0.007 -0.055 0.72
C 4.2473 0.0998 0.9088 0.039 0.009 0.068 0.22
C 5.0779 0.0922 -0.2148 0.125 0.006 0.034 -0.37
C 4.5139 0.0337 -1.4694 0.014 -0.005 -0.056 -0.93
C 3.1286 -0.0196 -1.5818 -0.004 -0.022 0.122 -0.56
N 2.3297 -0.0093 -0.5174 0.054 -0.029 -0.108 -0.21
C 2.8669 0.0532 0.7196 -0.092 0.002 -0.079 0.03
C 1.9395 0.0854 1.8496 -0.052 -0.011 -0.069 -0.10
N 0.6198 0.0551 1.5696 -0.009 0.101 -0.133 0.22
C -0.2625 0.1069 2.5579 -0.023 -0.007 -0.036 -0.65
C 0.1226 0.1877 3.8932 -0.023 -0.012 0.035 -0.89
C 1.4641 0.2115 4.1984 0.054 0.004 0.088 -0.40
C 2.4009 0.1572 3.1617 0.079 0.010 0.072 0.38
C 3.8367 0.1868 3.3682 -0.092 0.000 -0.163 0.73
N 4.4440 0.2454 4.5411 0.023 0.007 0.021 -0.61
H 6.1520 0.1370 -0.0776 -0.037 -0.004 -0.013 0.59
H 5.1252 0.0332 -2.3617 -0.019 -0.003 0.025 0.49
H 2.6489 -0.0721 -2.5505 -0.014 0.020 -0.026 0.62
H -1.3075 0.0865 2.2776 -0.008 0.020 -0.031 0.60
H -0.6313 0.2361 4.6669 0.019 -0.006 -0.019 0.47
H 1.8117 0.2773 5.2225 -0.015 -0.004 -0.027 0.58
Se 0.0875 2.5132 -1.5376 -0.388 -0.039 -0.301 0.37
C 0.2493 4.2967 -1.0776 0.279 -0.197 0.259 0.66
C -0.7290 5.1769 -1.5833 0.081 0.007 -0.084 -0.47
C -0.6361 6.5159 -1.2779 0.003 0.056 0.020 -0.62
C 0.4265 6.9847 -0.5022 -0.021 -0.041 -0.033 -0.42
C 1.3960 6.1082 -0.0058 0.032 0.039 0.006 -0.61
C 1.3124 4.7630 -0.2786 -0.107 0.035 0.074 -0.27
H -1.5343 4.8081 -2.2055 0.019 -0.005 0.003 0.38
H -1.3836 7.2035 -1.6501 0.035 0.009 0.003 0.41
H 0.5054 8.0431 -0.2911 -0.015 -0.013 0.024 0.41
H 2.2139 6.4868 0.5928 -0.019 0.020 -0.030 0.41
H 2.0615 4.0780 0.0961 -0.036 -0.018 0.008 0.45
N -1.9049 0.0350 -0.8683 -0.003 -0.150 0.088 -0.35
C -3.0572 0.0388 -1.0095 -0.270 0.228 -0.023 0.46
N -4.3445 0.0400 -1.1651 0.077 -0.197 0.046 -0.05
C -5.0197 0.8418 -2.2147 0.008 0.053 0.008 -0.64
C -5.7031 2.0295 -1.5587 -0.024 -0.060 0.120 -0.45
O -6.5611 1.6043 -0.5186 0.040 -0.001 -0.029 -0.36
C -5.8761 0.9157 0.5054 0.046 0.078 -0.095 -0.49
C -5.2430 -0.3482 -0.0475 -0.015 0.077 -0.035 -0.59
H -5.7644 0.2003 -2.6833 0.028 -0.089 -0.017 0.28
H -4.2978 1.1549 -2.9660 0.054 -0.026 0.012 0.44
H -6.3217 2.5448 -2.2895 -0.011 0.052 0.002 0.37
H -4.9493 2.7275 -1.1702 -0.007 0.031 0.031 0.30
H -6.6027 0.6700 1.2759 -0.045 0.017 0.009 0.38
H -5.0958 1.5563 0.9401 -0.028 0.033 0.043 0.29
H -6.0148 -0.9968 -0.4603 0.038 -0.065 -0.035 0.28
H -4.6828 -0.8913 0.7110 0.063 0.000 -0.023 0.44
C -0.8094 -4.6481 1.0506 0.046 0.009 0.035 -0.83
N 0.0723 -5.1187 -0.0244 -0.066 -0.159 0.057 0.23
C 0.5217 -6.3897 -0.1584 -0.069 0.085 0.139 -0.26
C 1.2674 -6.4407 -1.3097 0.083 0.023 -0.089 -0.27
N 1.2540 -5.2027 -1.8559 -0.069 -0.139 -0.121 0.20
C 1.8864 -4.8371 -3.1319 0.046 0.008 0.011 -0.80
C 0.5183 -4.3743 -1.0687 -0.062 0.329 -0.072 -0.34
Se 0.1579 -2.5952 -1.4030 0.158 -0.863 -0.146 0.27
H -1.1820 -5.5125 1.5913 0.032 -0.033 -0.020 0.31
H -1.6458 -4.1043 0.6239 -0.013 0.000 -0.058 0.37
H -0.2589 -4.0041 1.7314 0.064 0.009 -0.017 0.32
H 0.2899 -7.1680 0.5512 -0.007 0.037 -0.037 0.46
H 1.7852 -7.2743 -1.7565 -0.004 0.055 -0.011 0.45
H 2.2405 -5.7442 -3.6111 -0.010 -0.037 0.042 0.31
H 2.7249 -4.1697 -2.9555 0.022 0.011 0.063 0.33
H 1.1591 -4.3512 -3.7742 -0.066 0.002 0.009 0.37


63
Properties=species:S:1:pos:R:3:forces:R:3:mulliken_charge:R:1 method="wB97M-V/def2-TZVPD" charge=-1 e_lumo_ev=2.243 orbital_gap_ev=6.3 energy_ev=-88789.6452
Tl 4.4122 -2.8931 0.2465 0.063 -0.249 0.628 0.35
N -0.9504 0.8345 -0.6437 -0.253 -0.716 1.669 -0.39
P -0.0026 1.6234 0.5564 -0.709 0.081 0.170 -0.16
C -0.5822 3.3975 0.4205 1.452 0.557 -0.579 0.26
C 0.0422 4.2995 1.3033 0.592 -2.723 2.359 -0.14
C -0.2755 5.6238 1.4223 0.303 0.503 -0.993 -0.54
C -1.1566 6.2022 0.5010 0.446 -3.246 -0.769 -0.53
C -1.6688 5.3352 -0.5041 -0.216 0.529 1.593 -0.62
C -1.3843 3.9842 -0.5644 -0.931 -2.540 -0.546 0.10
C 1.6379 1.7256 -0.2533 -0.963 1.186 -0.514 0.60
C 1.9304 2.7465 -1.1633 0.724 0.299 -0.275 -0.04
C 3.2133 2.9141 -1.6554 0.249 -1.053 0.914 -0.80
C 4.2655 2.1319 -1.2056 0.678 -1.441 1.332 -0.58
C 3.9932 1.1603 -0.2292 -0.991 -1.214 0.694 -0.51
C 2.6333 0.8923 0.1728 2.288 0.467 0.499 -0.26
P -1.4379 -0.8189 -0.2865 0.833 0.942 0.256 0.44
C -0.4978 -1.7006 -1.6295 -0.763 0.541 -0.486 0.50
C -0.9646 -1.8762 -2.9509 0.335 -0.228 -0.282 -0.19
C -0.1027 -2.3049 -3.9368 1.353 0.168 -0.974 -0.43
C 1.2982 -2.4745 -3.6398 -1.896 -1.595 -0.612 -0.84
C 1.6926 -2.5203 -2.3542 0.543 1.069 3.772 -0.05
C 0.7918 -2.0471 -1.3102 0.223 -0.748 -2.598 0.01
C -3.1461 -0.8089 -0.8879 0.757 -1.583 -0.931 0.00
C -3.6933 -2.0982 -0.9248 -1.283 -0.512 -0.786 -0.39
C -4.9201 -2.3820 -1.5866 1.240 2.170 0.097 -0.73
C -5.4777 -1.2881 -2.3091 0.273 -1.535 1.333 -0.35
C -4.8829 -0.0251 -2.2965 -0.159 -1.330 0.761 -0.77
C -3.7204 0.2360 -1.5745 -0.617 0.160 0.090 -0.10
H -0.6778 1.0703 -1.5621 0.132 0.034 -1.394 0.44
H 0.7003 3.8514 2.1786 -1.146 0.841 -2.054 0.15
H 0.3151 6.0922 2.1811 -0.329 0.992 0.345 0.37
H -1.5368 7.1645 0.5312 -0.367 1.826 0.270 0.47
H -2.5398 5.6499 -1.0164 -0.374 0.661 -1.067 0.34
H -1.9296 3.2407 -1.3055 1.114 1.898 1.403 -0.01
H 1.2365 3.5269 -1.4293 -0.496 -0.173 -0.006 0.31
H 3.4989 3.7050 -2.2661 -0.095 1.406 -1.262 0.43
H 5.3268 2.2612 -1.5028 -0.955 0.211 0.057 0.34
H 4.7562 0.5601 0.3396 -0.537 0.741 -1.041 0.22
H 2.4316 0.2036 1.0000 0.242 -0.038 -0.395 0.34
H -2.0002 -1.7112 -3.1907 -0.303 0.098 0.001 0.28
H -0.4010 -2.5129 -5.0007 -0.016 0.418 1.294 0.32
H 1.9576 -2.9637 -4.3335 0.115 0.368 -0.693 0.33
H 2.7186 -2.8442 -2.0077 -1.251 0.439 -0.788 -0.18
H 1.0065 -1.9688 -0.2909 1.093 -0.086 1.425 0.23
H -3.1194 -2.9303 -0.5291 -0.106 0.068 0.397 0.36
H -5.3965 -3.3524 -1.5055 0.105 0.094 -0.225 0.40
H -6.4548 -1.4597 -2.7522 0.191 0.318 -0.284 0.36
H -5.4847 0.6730 -2.7824 -0.310 1.672 -0.787 0.43
H -3.2446 1.2064 -1.4448 -0.314 -0.029 -0.468 0.48
S 3.9730 -3.1503 5.1192 0.087 0.249 -1.110 -0.36
C 4.1906 -3.0830 3.4365 0.011 -0.478 0.987 0.03
S 4.0466 -4.5518 2.4971 -0.001 0.654 -0.369 -0.47
S 4.6139 -1.5952 2.6223 -0.171 -0.097 -0.081 -0.45
C 0.1753 -3.0869 5.2576 -1.220 0.941 -0.500 -0.96
C -0.5641 -2.6247 4.0211 0.272 -0.363 -1.350 0.53
C 0.3858 -2.3390 2.8543 -0.837 0.467 0.242 0.05
O -1.7610 -2.6044 3.8405 -0.167 0.064 0.727 -0.62
H 0.4436 -4.1208 5.0572 0.393 -0.036 0.191 0.27
H -0.4979 -3.0083 6.1137 0.348 -0.049 0.114 0.32
H 1.0402 -2.4212 5.2728 0.262 -0.499 0.679 0.25
H -0.2031 -2.5082 1.9098 1.013 -0.018 0.858 -0.12
H 1.2533 -2.9701 3.0790 0.130 0.143 -0.907 0.08
H 0.6942 -1.2673 2.8918 -0.084 -0.693 -0.032 0.18